Version a
{"formula": "C4H4BrN3", "method": "ωB97M-V with the def2-TZVPD basis set", "smiles": "N#C/C(Br)=N\\N1CC1", "homo_ev": -8.83, "elements": ["Br", "N", "N", "N", "C", "C", "C", "C", "H", "H", "H", "H"], "positions_angstrom": [[-2.20, 1.82, -4.23], [-3.15, -1.81, -3.42], [-0.93, 0.20, -0.83], [-1.36, 0.67, -1.95], [-2.86, -0.71, -3.36], [0.00, -0.73, -0.03], [0.25, 0.72, -0.21], [-2.15, 0.48, -2.97], [-0.63, -1.14, 0.86], [1.02, 1.15, -0.89], [0.71, -1.52, -0.63], [0.12, 1.35, 0.61]], "nbo_charge": [0.11, -0.27, -0.21, -0.17, 0.20, -0.24, -0.24, -0.05, 0.24, 0.21, 0.23, 0.19]}

=====

Version b
{"formula": "C4H4BrN3", "method": "ωB97M-V with the def2-TZVPD basis set", "homo_ev": [-10.35, -10.35], "elements": ["Br", "N", "N", "N", "C", "C", "C", "C", "H", "H", "H", "H"], "positions_angstrom": [[2.77, 0.31, -2.63], [1.01, -1.75, 0.41], [-0.38, -1.57, -3.56], [1.40, -1.67, -0.79], [-0.29, -0.05, -0.58], [0.22, -1.16, -2.67], [-0.02, -0.78, 0.71], [0.72, -0.72, -1.48], [0.26, -0.20, 1.53], [-1.35, -0.10, -0.86], [-0.02, 1.00, -0.50], [-0.74, -1.39, 1.09]], "nbo_charge": [-0.20, -0.02, -0.21, -0.17, -0.51, 0.19, -0.31, 0.22, 0.24, 0.27, 0.27, 0.24]}

=====

It comes down to version b, which is 123.8 kJ/mol more stable than the next structure.

=====

Version a
{"formula": "C5H15N2O", "method": "ωB97M-V with the def2-TZVPD basis set", "charge": 1, "homo_ev": -13.36, "elements": ["O", "N", "N", "C", "C", "C", "C", "C", "H", "H", "H", "H", "H", "H", "H", "H", "H", "H", "H", "H", "H", "H", "H"], "positions_angstrom": [[-0.13, -1.85, 0.31], [2.25, -1.15, -0.29], [2.86, 1.00, 0.55], [-1.47, 0.15, -1.49], [-0.97, 0.48, -0.10], [-1.94, 1.46, 0.62], [2.13, 0.27, -0.23], [-0.99, -0.76, 0.78], [-2.51, 0.11, -1.37], [-1.70, 2.40, 0.22], [2.97, -1.75, 0.37], [-2.92, 1.23, 0.43], [1.23, -1.34, -0.14], [-1.12, 0.90, -2.22], [-1.79, 1.41, 1.78], [2.37, -1.55, -1.23], [-0.64, -2.03, -0.50], [3.68, 0.68, 1.12], [-0.88, -0.45, 1.82], [-1.98, -1.05, 0.83], [-1.20, -0.93, -1.62], [0.01, 0.77, -0.28], [2.75, 2.01, 0.65]], "nbo_charge": [-0.72, -0.82, -0.71, -0.58, -0.28, -0.59, 0.25, -0.10, 0.22, 0.23, 0.41, 0.21, 0.49, 0.24, 0.20, 0.46, 0.49, 0.39, 0.21, 0.19, 0.15, 0.22, 0.44]}

=====

Version b
{"formula": "C5H15N2O", "method": "ωB97M-V with the def2-TZVPD basis set", "smiles": "CCNC[C@@H]([NH3+])CO", "charge": 1, "homo_ev": -13.20, "elements": ["O", "N", "N", "C", "C", "C", "C", "C", "H", "H", "H", "H", "H", "H", "H", "H", "H", "H", "H", "H", "H", "H", "H"], "positions_angstrom": [[-1.88, -0.67, -2.77], [1.31, 0.28, 0.49], [0.07, -1.33, -1.27], [0.02, 0.85, 0.05], [0.59, -0.18, 2.85], [1.62, 0.40, 1.89], [-1.81, 0.26, -1.71], [-0.31, 0.19, -1.36], [1.20, -0.46, 3.70], [-0.82, 0.67, 0.66], [0.11, -1.02, 2.52], [-2.11, 1.26, -2.01], [2.71, -0.09, 1.99], [-2.44, -0.28, -3.48], [-2.54, -0.06, -0.99], [2.02, 0.83, 0.00], [0.40, 0.54, -2.15], [-0.12, 0.52, 3.20], [0.73, -1.48, -0.53], [-0.84, -1.85, -0.97], [1.69, 1.48, 2.30], [0.28, -1.73, -2.17], [0.13, 1.88, -0.25]], "nbo_charge": [-0.75, -0.66, -0.71, -0.25, -0.64, -0.22, -0.10, -0.03, 0.24, 0.22, 0.20, 0.21, 0.21, 0.50, 0.20, 0.38, 0.23, 0.22, 0.46, 0.44, 0.18, 0.45, 0.21]}

=====

It comes down to version b, which is 244.1 kJ/mol more stable than the next structure.

=====

Version a
{"formula": "C5H15N2O", "method": "ωB97M-V with the def2-TZVPD basis set", "charge": 1, "homo_ev": -13.39, "elements": ["O", "N", "N", "C", "C", "C", "C", "C", "H", "H", "H", "H", "H", "H", "H", "H", "H", "H", "H", "H", "H", "H", "H"], "positions_angstrom": [[-0.52, 2.88, 0.81], [-0.73, 0.74, -1.27], [1.14, 0.27, 0.96], [-0.78, -0.67, -0.43], [-1.85, -1.40, -1.23], [1.56, 0.81, 2.02], [0.51, -1.39, -0.53], [1.56, -1.12, 0.61], [-1.10, -0.25, 0.59], [0.95, -1.08, -1.62], [-0.77, 3.05, 1.75], [0.34, 3.25, 1.07], [-2.68, -1.97, -0.76], [-1.31, -2.21, -1.71], [1.18, 1.75, 2.42], [0.37, -2.45, -0.71], [0.23, 0.86, -1.61], [-1.32, 0.59, -2.10], [2.38, 0.33, 2.54], [1.57, -1.75, 1.52], [-2.41, -0.86, -1.94], [-0.94, 1.56, -0.72], [2.63, -0.97, 0.34]], "nbo_charge": [-0.95, -0.71, -0.46, 0.00, -0.67, -0.01, -0.44, -0.27, 0.27, 0.22, 0.48, 0.48, 0.27, 0.23, 0.17, 0.25, 0.43, 0.43, 0.16, 0.22, 0.21, 0.47, 0.23]}

=====

Version b
{"formula": "C5H15N2O", "method": "ωB97M-V with the def2-TZVPD basis set", "charge": 1, "homo_ev": -13.36, "elements": ["O", "N", "N", "C", "C", "C", "C", "C", "H", "H", "H", "H", "H", "H", "H", "H", "H", "H", "H", "H", "H", "H", "H"], "positions_angstrom": [[-0.20, 3.38, -0.54], [0.65, -1.83, 1.45], [-1.93, -1.47, 1.26], [0.39, 0.37, -2.26], [-1.16, -0.43, 0.60], [1.33, 0.13, 0.07], [1.21, 0.74, -1.30], [0.25, -0.96, 0.31], [-0.26, -2.20, 1.81], [2.33, -0.22, 0.31], [0.28, -1.58, -0.58], [0.97, 0.91, 0.75], [0.43, 0.86, -3.23], [-1.57, -0.05, -0.33], [-2.47, -1.08, 2.03], [-2.58, -1.95, 0.66], [-0.51, 4.27, -0.32], [1.84, 1.61, -1.48], [1.15, -1.29, 2.16], [1.32, -2.57, 1.21], [-1.04, 0.45, 1.23], [-0.34, -0.44, -2.29], [-0.09, 3.36, -1.51]], "nbo_charge": [-0.96, -0.70, -0.87, -0.41, -0.25, -0.46, -0.17, -0.05, 0.47, 0.23, 0.22, 0.24, 0.22, 0.24, 0.40, 0.40, 0.48, 0.23, 0.43, 0.44, 0.21, 0.19, 0.48]}

=====

It comes down to version b, which is 162.5 kJ/mol more stable than the next structure.

=====

Version a
{"formula": "C5H15N2O", "method": "ωB97M-V with the def2-TZVPD basis set", "charge": 1, "homo_ev": -11.22, "elements": ["O", "N", "N", "C", "C", "C", "C", "C", "H", "H", "H", "H", "H", "H", "H", "H", "H", "H", "H", "H", "H", "H", "H"], "positions_angstrom": [[4.54, -0.05, 3.46], [-0.59, -0.23, 2.32], [-0.43, 0.31, -3.25], [-1.02, -0.85, -2.44], [-0.96, 0.11, -0.07], [-1.80, -0.36, -1.22], [0.07, 1.19, -0.25], [-1.21, -0.46, 1.12], [4.72, -0.23, 4.40], [5.11, 0.69, 3.25], [0.52, 1.47, 0.69], [-1.56, -1.45, -3.16], [-2.42, -1.19, -0.90], [0.89, 0.95, -0.93], [-1.05, 1.12, -3.12], [-1.10, -0.39, 3.17], [-0.32, 0.04, -4.22], [-2.02, -1.17, 1.20], [0.46, 0.57, -2.85], [-0.18, -1.46, -2.12], [-2.45, 0.44, -1.59], [0.22, 0.37, 2.32], [-0.38, 2.13, -0.63]], "nbo_charge": [-0.94, -0.80, -0.68, -0.22, -0.18, -0.42, -0.64, 0.07, 0.47, 0.47, 0.24, 0.23, 0.26, 0.18, 0.44, 0.41, 0.45, 0.19, 0.45, 0.23, 0.19, 0.39, 0.21]}

=====

Version b
{"formula": "C5H15N2O", "method": "ωB97M-V with the def2-TZVPD basis set", "charge": 1, "homo_ev": -11.22, "elements": ["O", "N", "N", "C", "C", "C", "C", "C", "H", "H", "H", "H", "H", "H", "H", "H", "H", "H", "H", "H", "H", "H", "H"], "positions_angstrom": [[3.72, -0.66, -2.80], [0.49, 0.22, -1.77], [-1.62, 1.95, 3.00], [-1.67, 0.74, 2.32], [-1.57, -0.55, 0.14], [-0.29, -1.42, 0.02], [-1.38, 0.66, 1.01], [0.88, -0.82, -0.70], [-1.43, 1.89, 3.98], [-0.93, 1.52, 0.53], [1.46, -1.55, -1.26], [-1.40, 2.76, 2.44], [1.20, 0.37, -2.47], [-2.36, -1.17, 0.58], [-0.63, -2.32, -0.52], [0.29, 1.14, -1.36], [4.45, -1.06, -2.28], [4.19, -0.25, -3.50], [0.10, -1.88, 0.93], [-2.13, -0.05, 2.90], [1.56, -0.22, -0.10], [-1.97, -0.43, -0.87], [-0.34, -0.12, -2.24]], "nbo_charge": [-0.97, -0.68, -0.80, 0.06, -0.43, -0.44, -0.36, -0.20, 0.40, 0.16, 0.24, 0.39, 0.45, 0.25, 0.22, 0.44, 0.49, 0.48, 0.25, 0.21, 0.22, 0.19, 0.43]}

=====

It comes down to version a, which is 7.7 kJ/mol more stable than the next structure.

=====

Version a
{"formula": "C5H15N2O", "method": "ωB97M-V with the def2-TZVPD basis set", "charge": 1, "homo_ev": -13.66, "elements": ["O", "N", "N", "C", "C", "C", "C", "C", "H", "H", "H", "H", "H", "H", "H", "H", "H", "H", "H", "H", "H", "H", "H"], "positions_angstrom": [[2.83, -1.14, -0.02], [-0.05, -0.20, -1.89], [0.84, 0.12, 0.74], [-1.40, 0.19, -1.45], [-1.24, 1.14, -0.26], [0.13, -1.33, -2.41], [-0.90, 0.97, 2.42], [-0.67, 0.45, 0.98], [3.62, -0.68, 0.26], [-0.58, 1.96, -0.54], [-1.77, 1.59, 2.55], [-0.63, -2.11, -2.30], [-1.00, -0.01, 2.90], [1.50, 0.84, 1.06], [0.95, 0.17, -0.28], [1.03, -1.64, -2.94], [-0.03, 1.39, 2.92], [-2.20, 1.45, 0.15], [3.21, -1.89, -0.49], [-1.73, 0.76, -2.31], [1.09, -0.78, 1.12], [-1.00, -0.59, 0.92], [-2.00, -0.66, -1.14]], "nbo_charge": [-0.98, -0.47, -0.71, -0.25, -0.43, 0.00, -0.64, -0.01, 0.49, 0.23, 0.25, 0.15, 0.23, 0.42, 0.48, 0.19, 0.23, 0.24, 0.50, 0.24, 0.45, 0.19, 0.19]}

=====

Version b
{"formula": "C5H15N2O", "method": "ωB97M-V with the def2-TZVPD basis set", "charge": 1, "homo_ev": -14.00, "elements": ["O", "N", "N", "C", "C", "C", "C", "C", "H", "H", "H", "H", "H", "H", "H", "H", "H", "H", "H", "H", "H", "H", "H"], "positions_angstrom": [[0.28, -1.46, 1.62], [1.20, 0.67, -0.34], [-1.51, 0.68, -0.89], [2.34, -0.08, -0.99], [1.08, 2.10, -0.55], [-0.82, -0.83, 1.07], [-0.72, -0.29, -0.34], [-2.12, -1.57, 1.29], [-0.41, -1.11, -0.90], [-2.25, -1.77, 2.37], [-0.89, 0.06, 1.67], [1.87, -0.59, -1.90], [2.83, -0.80, -0.32], [0.25, -2.42, 1.50], [0.43, 2.60, 0.12], [-1.78, 0.54, -1.82], [0.69, 2.33, -1.53], [-1.80, 1.62, -0.52], [2.03, 2.70, -0.51], [1.28, 0.53, 0.62], [-2.13, -2.56, 0.78], [-2.97, -1.01, 1.00], [3.13, 0.66, -1.42]], "nbo_charge": [-0.69, -0.51, -0.76, -0.43, -0.44, 0.02, 0.29, -0.63, 0.21, 0.25, 0.18, 0.21, 0.24, 0.49, 0.21, 0.41, 0.21, 0.44, 0.23, 0.39, 0.22, 0.24, 0.23]}

=====

It comes down to version a, which is 82.9 kJ/mol more stable than the next structure.